Entry 1:
# C35H24N3O8RuS4

A molecular structure, C35H24N3O8RuS4 (ωB97M-V with the def2-TZVPD basis set, the Open Molecules 2025 dataset).

CARTESIAN COORDINATES (ANGSTROEM)
Ru: 0.16536 -0.56150 -0.11584
N: -0.47856 3.34824 -1.71087
C: 0.62767 4.08962 -1.24384
C: 1.28936 5.01198 -2.03874
C: 2.38468 5.69516 -1.52387
C: 2.83915 5.42198 -0.24323
C: 2.19100 4.47032 0.53520
C: 1.05963 3.82972 0.05140
S: 0.12018 2.72167 1.04606
N: -0.22706 1.57052 -0.17900
C: -0.50144 2.00116 -1.34923
C: -0.74023 0.99434 -2.39065
C: -1.39612 1.25277 -3.58543
C: -1.58784 0.22067 -4.48266
C: -1.11366 -1.04076 -4.15625
C: -0.48228 -1.23030 -2.94248
N: -0.28816 -0.23052 -2.07644
H: -0.66273 3.49590 -2.69014
H: 0.94937 5.19671 -3.05232
H: 2.89528 6.42691 -2.13800
H: 3.71156 5.93277 0.14461
H: 2.55723 4.21276 1.52177
H: -1.80487 2.23521 -3.78035
H: -2.11925 0.39043 -5.40998
H: -1.25070 -1.88507 -4.81700
H: -0.11014 -2.19581 -2.63187
O: -5.32183 0.93730 0.83242
S: -3.93371 0.98144 1.29050
O: -3.72952 1.90574 2.39040
O: -2.99173 1.09725 0.18495
C: -3.68841 -0.68996 2.02699
C: -4.82797 -1.49509 1.98322
C: -4.85193 -2.77635 2.50453
C: -3.71593 -3.31097 3.08518
C: -2.56961 -2.54291 3.13345
C: -2.54528 -1.24641 2.62448
S: -0.94361 -0.47697 2.80496
O: -0.53491 -0.63989 4.18330
O: -0.04325 -1.27261 1.88923
O: -1.04691 0.88653 2.36182
H: -5.70443 -1.07620 1.51306
H: -5.75953 -3.36526 2.43180
H: -3.71114 -4.32123 3.47773
H: -1.66251 -2.93714 3.57407
O: -3.08070 -3.26853 -0.18955
C: -1.90366 -2.94679 -0.29611
O: -1.51142 -1.72685 -0.36107
C: -0.87777 -4.06541 -0.45466
C: -1.42757 -5.35339 -0.49570
C: -0.66120 -6.48614 -0.67490
C: 0.71741 -6.34169 -0.82082
C: 1.28106 -5.08709 -0.77634
C: 0.51050 -3.91901 -0.58867
S: 1.48410 -2.45768 -0.55371
H: -2.50119 -5.41251 -0.37677
H: -1.12405 -7.46575 -0.70040
H: 1.35251 -7.20991 -0.96279
H: 2.35422 -4.97064 -0.87631
C: 4.49682 1.48593 3.10305
C: 3.35186 0.68305 3.29682
C: 2.59855 0.28415 2.22999
C: 2.92757 0.66059 0.90038
C: 2.09947 0.29633 -0.21659
C: 2.57265 0.65544 -1.46264
C: 3.75669 1.39663 -1.66112
C: 4.50342 1.80351 -0.59538
C: 4.10527 1.43810 0.71127
C: 4.86602 1.84454 1.83895
H: 5.08463 1.80855 3.95556
H: 3.05618 0.38701 4.29582
H: 1.73134 -0.33840 2.38167
H: 2.01719 0.37399 -2.34955
H: 4.05647 1.65862 -2.67103
H: 5.39930 2.40176 -0.72784
H: 5.75232 2.44952 1.67171

Output
HOMO (alpha / beta) ... -2.34 / -2.25 eV
⟨S²⟩ ... 0.76
Relative energy (zero: lowest compared OMol25 entry of this formula, charge and spin) ... 0.0 kcal/mol
Multiplicity ... 2
Gap between HOMO and LUMO (alpha / beta) ... 6.32 / 6.23 eV
Total charge ... -2

Atom charges from the Löwdin analysis, given in e for atoms 1 to 6: 1.145, 0.137, -0.256, -0.038, -0.111, -0.105

***

Entry 2:
# C35H25Cl2GeN4O2W

A molecular structure, C35H25Cl2GeN4O2W (ωB97M-V with the def2-TZVPD basis set, the Open Molecules 2025 dataset).

CARTESIAN COORDINATES (ANGSTROEM)
W: 0.09370 0.33850 0.32823
Cl: -5.64316 -3.40567 -0.24220
C: -4.03508 -2.94567 -0.10505
C: -3.71225 -1.60566 -0.16111
C: -2.38408 -1.23571 -0.04036
N: -1.87738 0.04219 -0.12863
C: -2.62436 1.11596 -0.67130
O: -3.76255 1.07395 -1.03289
C: -1.80057 2.36352 -0.77036
C: -2.35137 3.52577 -1.24080
C: -1.53740 4.64574 -1.36829
C: -0.19588 4.53885 -1.04423
C: 0.28698 3.33420 -0.57235
N: -0.50204 2.26210 -0.40510
C: -1.34815 -2.24864 0.15859
C: -1.68708 -3.60371 0.19992
C: -3.00283 -3.95859 0.06965
Cl: -3.43008 -5.58544 0.12154
N: -0.09607 -1.71922 0.23046
C: 1.07428 -2.50612 0.31056
O: 1.12348 -3.69734 0.42216
C: 2.30290 -1.65530 0.23511
C: 3.54719 -2.22397 0.18764
C: 4.65712 -1.39330 0.08860
C: 4.46768 -0.02468 0.01734
C: 3.18374 0.47925 0.05660
N: 2.10591 -0.31671 0.17993
H: -4.48921 -0.87371 -0.30214
H: -3.39923 3.53002 -1.51081
H: -1.94428 5.58208 -1.72855
H: 0.48060 5.37592 -1.15204
H: 1.32473 3.21740 -0.30209
H: -0.93624 -4.36090 0.33781
H: 3.62490 -3.30233 0.22916
H: 5.65510 -1.81260 0.06182
H: 5.30076 0.66023 -0.06588
H: 3.00642 1.54465 0.01987
C: -0.84341 -1.76855 3.38116
Ge: -0.13631 -0.04386 2.84508
C: -1.13556 1.38188 3.70614
C: -0.93047 1.58205 5.07260
C: -1.61743 2.58130 5.75120
C: -2.51605 3.39512 5.07290
C: -2.73189 3.20674 3.71502
C: -2.04456 2.20386 3.03994
C: 1.73579 0.05990 3.37090
C: 2.36027 -0.99450 3.97837
C: 3.74821 -0.95070 4.28091
C: 4.48430 0.14301 3.94981
C: 3.87539 1.26283 3.32239
C: 4.62389 2.41658 2.97698
C: 4.02646 3.50316 2.40452
C: 2.63834 3.48615 2.14487
C: 1.89678 2.37421 2.44466
C: 2.48956 1.22674 3.04394
H: -0.84647 -1.78876 4.47175
H: -0.24610 -2.60232 3.00891
H: -1.87431 -1.88353 3.04114
H: -0.22006 0.96618 5.61597
H: -1.44950 2.72717 6.81089
H: -3.05057 4.17254 5.60442
H: -3.43921 3.83542 3.18721
H: -2.23888 2.05947 1.98303
H: 1.80096 -1.88794 4.23735
H: 4.21693 -1.79467 4.77153
H: 5.54587 0.17798 4.16768
H: 5.68552 2.43379 3.19810
H: 4.60512 4.39038 2.18149
H: 2.16096 4.38041 1.76181
H: 0.81564 2.42172 2.35031

Output
HOMO (alpha / beta) ... -13.41 / -13.44 eV
⟨S²⟩ ... 3.79
Relative energy (zero: lowest compared OMol25 entry of this formula, charge and spin) ... 0.0 kcal/mol
Multiplicity ... 4
Gap between HOMO and LUMO (alpha / beta) ... 6.31 / 4.59 eV
Total charge ... +2

Atom charges from the Löwdin analysis, given in e for atoms 1 to 6: 1.526, 0.859, -0.628, -0.012, -0.161, -0.048

***

Entry 3:
# C35H25F7O9P

3 unconnected molecules or ions with the total composition C35H25F7O9P (ωB97M-V with the def2-TZVPD basis set, the Open Molecules 2025 dataset).

CARTESIAN COORDINATES (ANGSTROEM)
C: 1.66636 1.61542 6.61439
C: 1.27134 0.14038 6.55784
O: 0.90024 -0.22369 7.91457
C: 0.03456 -0.11451 5.71000
O: 0.10991 0.21175 4.34525
C: 1.39628 0.05612 3.69990
C: 1.19256 0.67739 2.34094
F: 2.18149 0.33640 1.43979
F: -0.01322 0.31223 1.74145
C: 1.14397 2.23278 2.33551
F: 1.12079 2.63287 1.00877
F: -0.02523 2.69229 2.88895
C: 2.36646 2.95548 3.01069
F: 2.77808 3.99295 2.20448
F: 3.45093 2.15422 3.20177
F: 1.97946 3.52468 4.19225
P: 1.84573 -1.66193 3.40371
O: 1.29530 -2.42318 2.25334
O: 1.62860 -2.54019 4.76548
O: 3.47652 -1.60176 3.22937
H: 2.67319 1.72549 6.21684
H: 1.62458 1.97787 7.63617
H: 0.99475 2.17598 5.96796
H: 2.11692 -0.49556 6.30779
H: 0.47049 -1.08053 7.88070
H: -0.23192 -1.17538 5.79077
H: -0.75570 0.50394 6.13655
H: 2.44555 -2.55671 5.26780
H: 3.78701 -0.99296 3.90943
C: 2.70007 -3.69129 0.25383
C: 3.45157 -2.57101 -0.08391
C: 3.40082 -2.05562 -1.36624
C: 2.60392 -2.66316 -2.32978
C: 1.86203 -3.80363 -1.99721
C: 1.90826 -4.30611 -0.70155
C: 1.03402 -4.49718 -3.01587
O: 0.38154 -5.48522 -2.74419
C: 1.02520 -3.95006 -4.40674
C: 0.29827 -4.60878 -5.39051
C: 0.26767 -4.10847 -6.68101
C: 0.95762 -2.94170 -6.99389
C: 1.68783 -2.28447 -6.01854
C: 1.73100 -2.79006 -4.72494
C: 2.54934 -2.08396 -3.69348
O: 3.14814 -1.06548 -3.98059
H: 2.73542 -4.07622 1.25912
H: 4.07192 -2.09811 0.66484
H: 3.97863 -1.17980 -1.62693
H: 1.32260 -5.17746 -0.44610
H: -0.23899 -5.51256 -5.13924
H: -0.29646 -4.62567 -7.44620
H: 0.92699 -2.54766 -8.00138
H: 2.22980 -1.37917 -6.25404
C: -0.77956 0.31626 -2.56090
C: -0.36434 0.91172 -1.37614
C: -1.15944 1.86615 -0.76616
C: -2.36889 2.23390 -1.34506
C: -2.77478 1.64916 -2.55101
C: -1.97838 0.68240 -3.14902
C: -4.03966 2.05598 -3.21433
O: -4.40175 1.54997 -4.25870
C: -4.86268 3.11882 -2.56591
C: -6.02336 3.55566 -3.19336
C: -6.80518 4.53150 -2.60021
C: -6.43532 5.07061 -1.37202
C: -5.27771 4.64219 -0.74562
C: -4.48322 3.67168 -1.34329
C: -3.22031 3.24650 -0.66567
O: -2.90833 3.72621 0.40303
H: -0.16225 -0.43584 -3.02843
H: 0.57616 0.62745 -0.92288
H: -0.84925 2.31800 0.15838
H: -2.29928 0.22189 -4.07313
H: -6.30621 3.12962 -4.14578
H: -7.70625 4.87346 -3.09269
H: -7.05095 5.82890 -0.90584
H: -4.98124 5.05883 0.20682

Output
HOMO ... -4.28 eV
Gap between HOMO and LUMO ... 5.34 eV
Total charge ... -1

Atom charges from the Löwdin analysis, given in e for atoms 1 to 6: -0.029, -0.403, -0.069, -0.207, -0.150, -0.259

***

Number 1: molar mass 843.93 g mol⁻¹. Number 2: molar mass 860.97 g mol⁻¹. Number 3: molar mass 753.54 g mol⁻¹.